Molecular formula: C4H10N2O
Method: DFT, ωB97M-V/def2-TZVPD

Computed properties:
SMILES string: C/C=C/N.NC=O
frontier orbital gap: 9.0 eV
HOMO: -8.1 eV

ORCA input file:
```
! RIJCOSX wB97M-V def2-TZVPD def2/J DEFGRID3
* xyz 0 1
C 0.949 0.269 0.572
C 1.349 -0.748 -0.228
C 0.931 1.693 0.116
C -2.109 -0.626 -0.063
N -2.396 0.615 -0.564
N 1.516 -2.039 0.174
O -2.887 -1.256 0.648
H 0.905 0.110 1.647
H -1.674 1.228 -0.914
H -3.285 1.024 -0.310
H 1.608 -2.146 1.185
H 2.171 -2.575 -0.389
H 1.444 -0.610 -1.304
H -1.257 -1.138 -0.583
H 0.836 1.768 -0.972
H 1.832 2.226 0.430
H 0.067 2.203 0.554
*
```

Molecular formula: C4H10N2O
Method: DFT, ωB97M-V/def2-TZVPD

Computed properties:
SMILES string: CN[C@@H](C)C(N)=O
frontier orbital gap: 10.1 eV
HOMO: -9.3 eV

ORCA input file:
```
! RIJCOSX wB97M-V def2-TZVPD def2/J DEFGRID3
* xyz 0 1
C -2.198 0.220 1.420
N -0.892 -0.354 1.046
C 0.381 1.743 0.202
C -0.290 0.354 -0.112
C 0.702 -0.662 -0.709
N 2.096 -0.242 -0.858
O 0.275 -1.582 -1.387
H -2.343 1.388 1.558
H -2.387 -0.248 2.387
H -2.928 -0.350 0.752
H -0.176 -0.171 1.777
H -0.117 2.035 1.133
H 1.440 1.600 0.320
H 0.226 2.403 -0.719
H -1.154 0.371 -0.706
H 2.992 -0.719 -1.183
H 2.251 0.596 -0.348
*
```

Molecular formula: C4H10N2O
Method: DFT, ωB97M-V/def2-TZVPD

Computed properties:
SMILES string: CNCC(=O)NC
frontier orbital gap: 9.5 eV
HOMO: -8.8 eV

ORCA input file:
```
! RIJCOSX wB97M-V def2-TZVPD def2/J DEFGRID3
* xyz 0 1
C -0.282 0.975 -1.649
N 0.946 0.668 -0.961
C 1.112 -0.705 -0.515
C -0.029 -1.449 0.173
N -0.884 -0.762 0.977
C -0.528 0.442 1.730
O -0.143 -2.647 -0.003
H -1.207 0.833 -1.079
H -0.358 0.413 -2.586
H -0.259 2.013 -1.979
H 1.173 1.359 -0.255
H 1.399 -1.323 -1.363
H 1.967 -0.753 0.153
H -1.580 -1.305 1.458
H 0.507 0.725 1.607
H -1.187 1.283 1.497
H -0.647 0.234 2.795
*
```

Molecular formula: C4H10N2O
Method: DFT, ωB97M-V/def2-TZVPD

Computed properties:
SMILES string: [H]/N=C/C=C\N.CO
frontier orbital gap: 9.0 eV
HOMO: -8.5 eV

ORCA input file:
```
! RIJCOSX wB97M-V def2-TZVPD def2/J DEFGRID3
* xyz 0 1
C -1.379 -0.939 0.847
C 1.982 0.012 0.487
N -0.838 0.084 1.442
N -0.602 1.167 -1.011
C -1.200 -1.126 -0.543
C -0.677 -0.152 -1.356
O 2.114 1.298 -0.070
H 1.252 1.497 -0.497
H -1.813 -1.771 1.407
H -1.114 0.211 2.412
H 0.892 -0.050 1.091
H -0.883 1.334 -0.041
H -0.747 1.856 -1.734
H 2.040 -0.775 -0.279
H 2.804 -0.158 1.192
H -1.343 -2.116 -0.946
H -0.491 -0.371 -2.400
*
```

Molecular formula: C4H10N2O
Method: DFT, ωB97M-V/def2-TZVPD

Computed properties:
SMILES string: COC(C)=C(N)N
frontier orbital gap: 7.5 eV
HOMO: -6.7 eV

ORCA input file:
```
! RIJCOSX wB97M-V def2-TZVPD def2/J DEFGRID3
* xyz 0 1
C -0.077 -2.315 -0.369
C 0.535 1.042 -1.622
C 0.560 0.244 -0.343
C -0.020 0.688 0.827
N -0.715 1.887 0.934
N -0.106 -0.176 1.893
O 1.043 -1.001 -0.360
H -0.479 2.568 0.228
H -0.728 2.276 1.866
H 0.076 -1.150 1.604
H -0.933 -0.086 2.466
H 0.090 -2.660 -1.387
H -1.098 -1.960 -0.234
H 0.229 -3.079 0.353
H 0.919 2.051 -1.470
H -0.474 1.123 -2.036
H 1.176 0.549 -2.349
*
```

Molecular formula: C4H10N2O
Method: DFT, ωB97M-V/def2-TZVPD

Computed properties:
SMILES string: CN(C)CC(N)=O
frontier orbital gap: 9.5 eV
HOMO: -8.7 eV

ORCA input file:
```
! RIJCOSX wB97M-V def2-TZVPD def2/J DEFGRID3
* xyz 0 1
C 0.185 0.343 2.079
N 0.483 0.490 0.645
C -0.088 1.740 0.192
C -0.022 -0.650 -0.074
C 0.274 -0.656 -1.573
N 0.064 -1.885 -2.160
O 0.798 0.248 -2.182
H 0.075 -0.690 2.387
H -0.744 0.872 2.339
H 0.949 0.847 2.665
H 0.183 1.971 -0.834
H -1.190 1.678 0.060
H 0.162 2.546 0.869
H 0.388 -1.577 0.329
H -1.125 -0.754 0.013
H -0.082 -1.891 -3.155
H -0.310 -2.632 -1.602
*
```

Molecular formula: C4H10N2O
Method: DFT, ωB97M-V/def2-TZVPD

Computed properties:
frontier orbital gap: 8.8 eV
HOMO: -8.7 eV

ORCA input file:
```
! RIJCOSX wB97M-V def2-TZVPD def2/J DEFGRID3
* xyz 0 1
C 0.072 0.443 0.083
C -1.108 -0.454 0.606
C 1.368 0.251 0.844
C 0.189 0.588 -1.419
N -0.607 -1.945 0.120
N -0.768 1.468 0.740
O -1.367 2.285 0.048
H 0.331 -2.201 0.413
H -0.655 -2.016 -0.892
H -1.120 -0.570 1.688
H -2.039 -0.382 0.046
H 0.736 1.504 -1.641
H 1.187 0.207 1.916
H 1.851 -0.675 0.536
H 2.027 1.094 0.642
H -0.791 0.681 -1.884
H 0.695 -0.275 -1.846
*
```

Molecular formula: C4H10N2O
Method: DFT, ωB97M-V/def2-TZVPD

Computed properties:
SMILES string: [H]/N=C/N.C=CCO
frontier orbital gap: 10.0 eV
HOMO: -9.2 eV

ORCA input file:
```
! RIJCOSX wB97M-V def2-TZVPD def2/J DEFGRID3
* xyz 0 1
C -0.768 -1.356 1.942
O -1.058 -0.006 2.383
C -0.279 -1.169 0.534
C 0.944 -1.574 0.164
H -1.756 -1.944 1.945
H -0.034 -1.911 2.539
H -1.249 0.022 3.344
H -1.010 -0.703 -0.092
H 1.352 -1.364 -0.797
H 1.694 -1.917 0.936
N 0.377 1.113 -2.939
C 0.757 1.352 -1.582
N -0.046 1.803 -0.704
H 0.140 0.097 -3.037
H 1.147 1.243 -3.535
H 1.813 1.120 -1.454
H 0.131 1.469 0.237
*
```

Molecular formula: C4H10N2O
Method: DFT, ωB97M-V/def2-TZVPD

Computed properties:
SMILES string: CN(C=O)CCN
frontier orbital gap: 9.9 eV
HOMO: -9.1 eV

ORCA input file:
```
! RIJCOSX wB97M-V def2-TZVPD def2/J DEFGRID3
* xyz 0 1
C 0.466 0.635 1.072
N -0.235 -0.425 0.622
C -0.058 -1.719 1.178
C -1.044 -0.356 -0.614
C -0.211 -0.038 -1.846
N 0.039 1.398 -1.985
O 1.203 0.617 2.038
H 0.371 1.580 0.529
H 0.390 -2.454 0.501
H 0.614 -1.671 2.035
H -0.957 -2.164 1.619
H -1.823 0.398 -0.467
H -1.547 -1.311 -0.720
H -0.746 -0.439 -2.713
H 0.728 -0.583 -1.748
H 0.540 1.609 -2.828
H -0.872 1.854 -2.056
*
```

Molecular formula: C4H10N2O
Method: DFT, ωB97M-V/def2-TZVPD

Computed properties:
SMILES string: NCC[C@H](N)C=O
frontier orbital gap: 9.8 eV
HOMO: -8.8 eV

ORCA input file:
```
! RIJCOSX wB97M-V def2-TZVPD def2/J DEFGRID3
* xyz 0 1
O 1.488 -2.796 1.036
C 0.641 -2.071 0.577
C 0.508 -0.548 0.344
C -0.535 -0.193 -0.641
C -0.841 1.329 -0.573
N -1.396 1.727 0.704
N 1.873 -0.240 -0.159
H -0.111 -2.609 -0.065
H 0.249 -0.170 1.343
H -1.413 -0.724 -0.241
H -0.464 -0.306 -1.718
H -1.473 1.648 -1.421
H 0.100 1.878 -0.708
H -0.901 2.462 1.158
H -2.375 1.572 0.755
H 2.503 -0.285 0.624
H 2.146 -0.673 -1.016
*
```

Molecular formula: C4H10N2O
Method: DFT, ωB97M-V/def2-TZVPD

Computed properties:
frontier orbital gap (spin up / spin down): 10.7 / 6.6 eV
HOMO (spin up / spin down): -14.8 / -14.7 eV

ORCA input file:
```
! RIJCOSX wB97M-V def2-TZVPD def2/J DEFGRID3
* xyz 1 2
O 0.720 -2.553 -0.595
C 0.282 -1.618 -0.054
C 0.700 -0.128 -0.333
C 1.466 0.036 -1.630
N -0.279 0.838 -0.092
C -0.923 0.950 1.213
N -1.781 2.083 1.193
H -0.431 -1.732 0.802
H 1.401 -0.116 0.519
H 0.986 -0.452 -2.471
H 2.489 -0.289 -1.517
H 1.522 1.090 -1.917
H -0.972 0.870 -0.838
H -1.462 -0.002 1.365
H -0.121 0.971 1.974
H -2.501 2.067 1.906
H -1.254 2.920 1.418
*
```

Molecular formula: C4H10N2O
Method: DFT, ωB97M-V/def2-TZVPD

Computed properties:
frontier orbital gap (spin up / spin down): 8.9 / 4.5 eV
HOMO (spin up / spin down): -13.3 / -13.3 eV

ORCA input file:
```
! RIJCOSX wB97M-V def2-TZVPD def2/J DEFGRID3
* xyz 1 2
O -0.024 -1.789 1.925
C 0.877 -1.381 1.303
C 0.784 0.051 0.562
C -0.592 0.008 -0.169
C -0.899 1.349 -0.850
N -1.811 1.072 -1.972
N 1.906 0.239 -0.201
H 1.810 -1.965 1.237
H 0.739 0.772 1.378
H -1.324 -0.307 0.564
H -0.577 -0.777 -0.939
H 0.022 1.632 -1.362
H -1.279 2.072 -0.139
H -2.129 1.933 -2.395
H -2.619 0.536 -1.664
H 1.970 -0.328 -1.044
H 2.306 1.157 -0.353
*
```

Molecular formula: C4H10N2O2
Method: DFT, ωB97M-V/def2-TZVPD

Computed properties:
frontier orbital gap (spin up / spin down): 3.3 / 3.3 eV
HOMO (spin up / spin down): 0.4 / 0.4 eV

ORCA input file:
```
! RIJCOSX wB97M-V def2-TZVPD def2/J DEFGRID3
* xyz -2 1
C -0.893 -1.162 1.904
C 2.473 -1.829 -1.384
C 0.123 -1.857 1.145
C 3.193 -1.410 -0.167
N -9.016 7.438 -2.123
N 4.447 -1.606 0.107
O 4.994 -1.085 1.061
O 5.163 -2.360 -0.658
H -0.671 -0.376 2.546
H -1.272 -1.975 2.630
H -1.901 -1.029 1.456
H 1.664 -2.638 -1.221
H 3.254 -2.195 -2.041
H 2.035 -0.916 -1.864
H 2.747 -0.504 0.452
H 1.060 -1.514 1.418
H -9.214 8.128 -1.368
H -8.187 6.890 -1.892
*
```

Molecular formula: C4H10N2O2
Method: DFT, ωB97M-V/def2-TZVPD

Computed properties:
SMILES string: CC(N)=C(O)O.C=N
frontier orbital gap: 7.5 eV
HOMO: -6.8 eV

ORCA input file:
```
! RIJCOSX wB97M-V def2-TZVPD def2/J DEFGRID3
* xyz 0 1
C -1.313 -0.241 -0.287
C -0.213 -1.116 1.770
C 2.509 0.814 -1.292
C -0.787 -0.038 0.937
N 1.679 -0.020 -1.648
N -0.775 1.252 1.453
O -1.811 0.740 -1.089
O -1.407 -1.507 -0.831
H 0.673 -0.805 2.230
H -0.239 -1.981 1.162
H -1.004 -1.074 2.487
H 3.360 0.545 -0.688
H 2.288 1.771 -1.688
H 1.889 -0.975 -1.501
H -1.994 -1.414 -1.612
H -1.190 1.958 0.839
H 0.077 1.564 1.811
H -1.742 0.527 -2.054
*
```

Molecular formula: C4H10N2O2
Method: DFT, ωB97M-V/def2-TZVPD

Computed properties:
SMILES string: CCON(CC)N=O
frontier orbital gap: 10.1 eV
HOMO: -9.3 eV

ORCA input file:
```
! RIJCOSX wB97M-V def2-TZVPD def2/J DEFGRID3
* xyz 0 1
C -2.079 1.291 1.177
C -0.879 0.285 1.119
C 1.275 -0.720 -1.343
C 2.064 0.495 -0.910
H -1.963 2.149 0.484
H -2.185 1.672 2.199
H -2.997 0.789 0.883
H 0.082 0.722 1.490
H -1.023 -0.632 1.697
H 1.857 -1.640 -1.471
H 0.730 -0.554 -2.284
H 2.679 0.843 -1.734
H 1.320 1.238 -0.638
H 2.683 0.264 -0.043
N 0.261 -1.108 -0.382
N 0.003 -2.344 -0.269
O -0.743 -0.127 -0.222
O -1.086 -2.621 0.247
*
```

Summary of E_tot in Ha
-343.14061; -343.10450; -343.15200; -343.09051; -343.08858; -343.15164; -343.02691; -343.07156; -343.15226; -343.10241; -342.81915; -342.80550; -418.04821; -418.31631; -418.25744
(order as listed above)
Summary of relative energy (zero: lowest compared OMol25 entry of this formula, charge and spin) in kcal per mole
38.2; 60.8; 31.0; 69.6; 70.8; 31.3; 109.5; 81.5; 30.9; 62.2; 31.0; 39.6; 91.2; 90.8; 127.7
(order as listed above)